Record 1
Molecular formula: C17H14CrF12N6O6PS5
Method: DFT, ωB97M-V with the def2-TZVPD basis set

multiplicity = 6
E_LUMO (spin up / spin down) = -1.50 / -2.51 eV
HOMO level (spin up / spin down) = -8.98 / -9.50 eV

Last column: Mulliken spin population.
Geometry (Å):
Cr1 0.829838 1.301022 0.098406  3.969
C1 -3.327214 2.323602 -1.195431  0.005
C2 -1.907290 1.856071 -1.007620  -0.023
N1 -1.270181 1.764986 0.089544  -0.010
N2 -1.871858 2.066750 1.287332  0.009
C3 -1.596224 1.268155 2.349664  0.008
N3 -1.835075 1.761637 3.585151  0.034
S1 -1.107771 -0.340105 2.144586  0.345
C4 -1.122812 1.297169 -2.135089  0.106
C5 -1.656256 1.049249 -3.358832  0.013
C6 -0.877590 0.446328 -4.337395  0.010
C7 0.459759 0.219395 -4.065224  -0.007
C8 0.983845 0.619380 -2.873875  0.054
N4 0.183155 1.076072 -1.871059  -0.139
H1 -4.054182 1.538255 -0.938049  0.001
H2 -3.529726 2.530926 -2.243139  0.000
H3 -3.463929 3.220184 -0.641249  0.000
H4 -2.107094 3.047665 1.415137  -0.002
H5 -1.866539 2.772655 3.800033  -0.002
H6 -1.575315 1.097494 4.322662  -0.003
H7 -2.690108 1.317218 -3.566591  -0.001
H8 -1.310598 0.244342 -5.298788  0.001
H9 1.096289 -0.218567 -4.866544  0.000
H10 2.029412 0.535001 -2.631701  -0.015
F1 3.853446 -1.821845 -0.087204  0.000
C9 3.830673 -1.142502 1.097566  0.011
F2 4.937119 -1.439741 1.814862  0.000
F3 2.666681 -1.363383 1.695789  0.013
S2 3.989320 0.634619 0.684596  -0.013
O1 2.820355 0.881176 -0.222545  0.005
O2 5.271976 0.768891 0.090055  -0.002
N5 3.905962 1.463311 1.999162  0.007
S3 2.730910 2.204444 2.647015  0.012
O3 1.451734 1.845605 2.029899  -0.047
O4 3.023281 3.532991 3.000783  -0.003
C10 2.580264 1.446997 4.319091  0.004
F4 2.363092 0.145590 4.243520  0.001
F5 1.499033 2.018397 4.948442  0.000
F6 3.691189 1.653222 5.055228  0.000
O5 0.895929 -4.601009 2.281432  0.000
S4 1.011190 -4.290953 0.898904  -0.001
O6 2.292953 -4.384399 0.284849  0.002
N6 0.340241 -2.740864 0.663201  0.013
C11 -0.771085 -2.834697 -0.010621  -0.008
S5 -1.919396 -1.584872 -0.189981  0.637
C12 -1.093612 -4.226678 -0.493467  -0.010
C13 -2.223793 -4.612058 -1.190894  0.025
C14 -2.398029 -5.971107 -1.515372  0.006
C15 -1.483233 -6.872851 -1.044783  -0.002
C16 -0.367251 -6.516386 -0.256190  0.003
C17 -0.215170 -5.155359 -0.005874  -0.010
H11 -2.919302 -3.865054 -1.540572  -0.008
H12 -3.202373 -6.251441 -2.163768  0.000
H13 -1.617417 -7.893015 -1.304875  0.000
H14 0.356090 -7.276769 0.071423  0.000
F7 -1.340714 4.264327 -1.953347  0.001
P1 -0.524378 5.097627 -0.843879  0.018
F8 -1.201598 6.427085 -1.376037  0.000
F9 0.170156 3.665827 -0.342899  -0.010
F10 -1.774853 4.823866 0.223647  0.001
F11 0.272691 5.854946 0.268066  0.001
F12 0.685385 5.321186 -1.837149  0.000

Atomic forces in eV per Å
Cr -0.173 0.420 0.057
C 0.367 -1.017 -0.532
C -0.649 -0.559 -0.208
N 0.220 -1.032 0.340
N -0.244 0.467 0.640
C -0.560 0.349 -0.082
N 0.416 -0.105 0.079
S 0.412 0.175 0.079
C 1.025 0.628 0.794
C -0.854 -0.219 -1.092
C -0.030 0.441 0.555
C 0.303 -0.489 -2.146
C -0.745 0.138 1.863
N 0.684 -0.414 -1.046
H 0.328 0.189 0.398
H 0.227 0.271 0.064
H -0.363 0.660 0.517
H 0.072 0.113 -0.063
H 0.121 -1.070 -0.319
H -0.304 0.775 -0.284
H 0.288 -0.181 0.031
H 0.001 -0.231 -0.245
H -0.399 0.429 0.892
H 0.175 -0.073 0.042
F 0.072 0.621 1.505
C 0.620 -0.279 -1.189
F -1.599 -0.320 -0.254
F 0.942 -0.212 0.306
S -0.316 0.862 -1.129
O 0.418 -0.236 0.645
O -0.281 -0.101 -0.107
N 0.759 -0.661 -0.240
S -0.433 -0.681 1.224
O -0.571 0.295 -0.402
O -0.105 1.184 -0.438
C -0.280 0.070 0.927
F -0.047 -0.183 -0.034
F 1.181 -0.445 -0.579
F -1.002 0.056 -0.644
O -0.128 -0.141 0.665
S -0.057 0.793 0.061
O 0.275 0.087 -0.396
N -0.566 -0.357 -0.450
C 1.092 -0.886 0.762
S -0.109 0.408 -0.272
C -1.337 0.603 0.089
C 0.090 -0.498 -0.581
C 0.337 1.843 0.371
C 1.075 -0.344 0.636
C -0.294 0.282 -0.431
C 0.350 -1.053 -0.301
H -0.129 0.069 -0.008
H -0.347 -0.285 -0.053
H 0.001 -0.838 -0.108
H -0.441 0.520 -0.048
F -0.227 -0.685 -0.281
P 0.035 0.511 -0.251
F -0.622 0.397 0.313
F 0.278 0.261 0.122
F 0.304 -0.210 -0.193
F 0.147 0.388 1.214
F 0.596 -0.499 -0.788

***

Record 2
Molecular formula: C17H14CsN4O4
Method: DFT, ωB97M-V with the def2-TZVPD basis set

E_LUMO = -3.22 eV
net charge = +1
HOMO level = -10.53 eV

Last column: natural (NBO) charge in e.
Geometry (Å):
Cs1 1.697181 0.000069 -1.342387  0.970
O1 5.619389 -0.000050 1.943554  -0.658
C1 4.435103 -0.000035 1.318457  0.776
O2 4.294558 -0.000033 0.125848  -0.598
C2 3.284414 -0.000011 2.299714  0.068
C3 3.478295 -0.000011 3.673961  -0.175
C4 2.353619 0.000012 4.481500  -0.150
C5 1.098338 0.000051 3.890408  -0.201
C6 1.016695 0.000055 2.506322  0.063
N1 2.090619 0.000029 1.723422  -0.382
C7 -0.283912 0.000096 1.716776  0.780
O3 -1.442875 0.000026 2.383646  -0.633
O4 -0.284725 0.000206 0.515552  -0.594
H1 6.294583 -0.000060 1.242668  0.513
H2 4.471811 -0.000035 4.096718  0.257
H3 2.448963 0.000008 5.558639  0.243
H4 0.222296 0.000085 4.526730  0.218
H5 -1.296960 -0.000121 3.339198  0.490
N2 -2.586481 0.000021 -2.139594  -0.569
C8 -2.040341 1.285886 -2.090502  0.397
C9 -2.943959 2.337008 -1.847288  -0.274
C10 -2.465401 3.621813 -1.813963  -0.140
C11 -1.101240 3.860052 -2.003887  -0.286
C12 -0.307230 2.760822 -2.221801  0.041
N3 -0.752762 1.494524 -2.286311  -0.503
C13 -2.040425 -1.285778 -2.090833  0.397
C14 -2.944059 -2.337057 -1.848484  -0.274
C15 -2.465588 -3.621925 -1.815492  -0.140
C16 -1.101377 -3.860119 -2.004905  -0.286
C17 -0.307254 -2.760756 -2.221925  0.041
N4 -0.752711 -1.494490 -2.286145  -0.503
H6 -3.578896 0.000047 -1.981556  0.395
H7 -3.995172 2.136286 -1.684079  0.219
H8 -3.148689 4.442279 -1.633895  0.228
H9 -0.675085 4.851827 -1.981311  0.232
H10 0.764375 2.893034 -2.372305  0.180
H11 -3.995382 -2.136468 -1.685744  0.219
H12 -3.148973 -4.442461 -1.636135  0.228
H13 -0.675181 -4.851887 -1.982549  0.232
H14 0.764420 -2.892920 -2.372025  0.180

Atomic forces in eV per Å
Cs 0.541 0.000 -0.869
O -0.118 0.000 -0.509
C -0.019 0.001 0.606
O 0.242 0.000 0.011
C 0.151 0.000 -0.313
C -0.092 0.000 0.113
C -0.019 0.000 -0.010
C 0.056 0.000 0.104
C -0.200 0.000 -0.243
N -0.006 0.000 0.368
C -0.111 0.000 -0.012
O 0.300 0.000 0.178
O -0.489 0.000 0.598
H 0.064 0.000 0.201
H 0.012 0.000 -0.049
H 0.006 0.000 -0.006
H 0.006 0.000 -0.013
H -0.130 0.000 -0.081
N 0.199 0.003 0.099
C -0.265 -0.297 -0.056
C 0.096 0.012 -0.020
C -0.006 0.193 0.019
C -0.124 -0.163 0.041
C 0.045 -0.128 -0.125
N 0.200 0.144 0.099
C -0.261 0.292 -0.057
C 0.094 -0.012 -0.020
C -0.005 -0.193 0.019
C -0.123 0.164 0.042
C 0.046 0.125 -0.125
N 0.197 -0.140 0.100
H -0.051 0.000 -0.007
H 0.012 -0.024 -0.022
H 0.030 -0.001 -0.003
H -0.055 0.024 0.007
H -0.104 -0.020 -0.024
H 0.012 0.025 -0.022
H 0.029 0.001 -0.003
H -0.055 -0.024 0.007
H -0.104 0.020 -0.024

***

Record 3
Molecular formula: C17H14FN3O4S2
Method: DFT, ωB97M-V with the def2-TZVPD basis set

E_LUMO = 0.18 eV
SMILES string = O=C(COc1ccccc1F)Nc1ccc(S(=O)(=O)Nc2nccs2)cc1
HOMO level = -8.75 eV

Last column: natural (NBO) charge in e.
Geometry (Å):
O1 -2.804557 -2.668540 1.667839  -0.568
C1 -2.964489 -2.038117 0.655759  0.668
C2 -4.245337 -1.244458 0.371228  -0.168
O2 -4.075480 -0.211527 -0.578964  -0.496
C3 -3.093394 0.728546 -0.405141  0.196
C4 -2.790172 1.491584 -1.534435  -0.238
C5 -1.784711 2.436780 -1.515781  -0.207
C6 -1.039004 2.641595 -0.366229  -0.214
C7 -1.334064 1.913385 0.769407  -0.273
C8 -2.355455 0.980887 0.750049  0.372
F1 -2.604914 0.312884 1.901427  -0.333
N1 -2.052339 -1.926518 -0.361725  -0.615
C9 -0.667752 -2.005786 -0.278817  0.193
C10 0.070161 -1.620969 -1.401771  -0.256
C11 1.446397 -1.557840 -1.336613  -0.104
C12 2.078600 -1.865079 -0.146505  -0.398
S1 3.835952 -1.618260 -0.033349  2.315
O3 4.246358 -1.632299 1.334865  -0.912
O4 4.542845 -2.415359 -0.984079  -0.921
N2 3.960501 -0.037405 -0.656077  -0.869
C13 3.529773 1.055407 0.030612  0.241
N3 3.915912 2.263191 -0.187921  -0.484
C14 3.268170 3.144336 0.617153  -0.039
C15 2.364507 2.605032 1.466834  -0.466
S2 2.300200 0.882260 1.268992  0.366
C16 1.365927 -2.282832 0.961041  -0.153
C17 -0.011656 -2.369863 0.896840  -0.249
H1 -4.998564 -1.908279 -0.063811  0.221
H2 -4.627696 -0.871371 1.327501  0.221
H3 -3.370872 1.313236 -2.426030  0.228
H4 -1.576250 3.007405 -2.407133  0.221
H5 -0.237206 3.362187 -0.350416  0.227
H6 -0.785226 2.046501 1.687425  0.230
H7 -2.399349 -1.522620 -1.223675  0.412
H8 -0.442691 -1.350257 -2.313244  0.217
H9 2.035075 -1.253088 -2.186677  0.231
H10 4.722477 0.126731 -1.296732  0.440
H11 3.512560 4.187076 0.531582  0.214
H12 1.751251 3.094570 2.194511  0.238
H13 1.900654 -2.511640 1.868603  0.249
H14 -0.586162 -2.681501 1.753472  0.262

Atomic forces in eV per Å
O -0.038 -0.065 0.237
C -0.293 0.157 -0.318
C -0.208 -0.300 0.414
O 0.024 0.180 -0.070
C 0.153 0.286 -0.067
C -0.091 -0.178 0.216
C 0.034 0.016 -0.031
C -0.002 0.029 0.025
C -0.144 -0.112 -0.089
C -0.021 0.110 0.001
F -0.054 -0.005 -0.135
N -0.070 -0.098 -0.504
C 0.315 -0.043 0.194
C 0.142 -0.064 0.048
C -0.211 -0.025 -0.125
C 0.682 0.039 0.160
S 0.187 0.494 -0.459
O -0.370 0.002 0.098
O -0.104 0.024 -0.260
N 0.233 -1.213 -0.128
C -0.979 0.242 1.060
N 0.683 -0.343 -0.749
C -0.449 0.021 0.393
C 0.016 -0.212 -0.074
S 0.245 0.817 -0.128
C 0.085 -0.024 -0.050
C -0.060 -0.044 0.078
H 0.114 0.046 0.080
H 0.137 -0.100 -0.160
H -0.073 -0.042 -0.107
H 0.018 0.053 -0.091
H 0.100 0.066 0.012
H 0.047 0.002 0.132
H 0.014 0.032 0.279
H -0.047 0.039 -0.099
H -0.021 0.092 -0.152
H 0.138 -0.192 -0.083
H -0.026 0.209 0.070
H -0.110 0.151 0.195
H -0.009 -0.021 0.173
H 0.014 -0.027 0.016

***

Record 4
Molecular formula: C17H14N2S
Method: DFT, ωB97M-V with the def2-TZVPD basis set

E_LUMO = -0.69 eV
SMILES string = Cn1cc([C@@H](SC#N)c2ccccc2)c2ccccc21
HOMO level = -7.44 eV

Last column: natural (NBO) charge in e.
Geometry (Å):
C1 -3.928305 0.303967 1.963605  -0.394
N1 -2.635999 0.225468 1.316061  -0.343
C2 -2.284577 -0.684407 0.351660  -0.003
C3 -0.960171 -0.441098 -0.029408  -0.196
C4 -0.121975 -1.174024 -0.943923  -0.169
S1 -1.531899 -2.625780 -1.551525  0.145
C5 -0.689217 -3.186550 -2.983123  0.045
N2 -0.435457 -3.744890 -3.992159  -0.325
C6 1.185773 -0.813108 -1.343751  -0.136
C7 1.496549 0.502076 -1.709595  -0.176
C8 2.795203 0.782866 -2.104313  -0.204
C9 3.751059 -0.219448 -2.138532  -0.196
C10 3.442067 -1.525939 -1.826699  -0.211
C11 2.141721 -1.867392 -1.458392  -0.155
C12 -0.466470 0.628656 0.844953  -0.021
C13 0.821556 1.207765 1.121573  -0.203
C14 0.872929 2.278858 2.046607  -0.232
C15 -0.245919 2.698010 2.733624  -0.209
C16 -1.493358 2.074391 2.560562  -0.241
C17 -1.555040 1.044482 1.609626  0.132
H1 -3.907058 1.133773 2.641682  0.214
H2 -4.688594 0.443871 1.212252  0.206
H3 -4.120021 -0.613358 2.497225  0.206
H4 -3.067036 -1.358337 0.012763  0.228
H5 0.136452 -2.415767 -0.812351  0.251
H6 0.663210 1.276798 -1.599569  0.239
H7 2.974496 1.834852 -2.362882  0.220
H8 4.719435 0.046617 -2.415473  0.215
H9 4.198869 -2.320328 -1.846805  0.222
H10 1.915748 -2.918463 -1.145488  0.225
H11 1.731333 0.828917 0.637528  0.230
H12 1.830426 2.753277 2.196198  0.215
H13 -0.178261 3.517655 3.434881  0.215
H14 -2.367472 2.326591 3.083188  0.208

Atomic forces in eV per Å
C 0.565 -0.326 -0.596
N 0.353 0.271 0.156
C 0.693 1.037 -0.031
C -0.225 -0.092 1.037
C -0.945 -5.835 1.936
S 0.286 0.176 -3.200
C -0.997 -1.316 -1.392
N -0.127 1.572 2.550
C 0.989 -0.223 -2.497
C -0.796 0.188 0.121
C -0.932 1.081 0.148
C -0.935 0.265 0.083
C -0.330 -1.113 0.175
C 0.383 0.849 0.425
C 1.247 0.013 -0.165
C -1.071 0.429 0.418
C 0.703 -1.634 -1.520
C -1.854 -0.055 0.380
C 1.956 -0.419 -1.107
C -0.621 -0.027 0.597
H -0.246 0.278 0.308
H -0.440 0.167 -0.141
H -0.171 -0.259 0.338
H 0.426 0.139 -0.158
H -0.111 3.472 2.040
H 1.508 -1.068 -0.425
H 0.497 -0.605 0.014
H 1.558 0.260 -0.418
H -0.223 0.500 -0.094
H 0.052 1.160 -0.393
H -0.558 0.388 0.353
H 0.055 0.077 0.195
H 0.071 0.041 0.043
H -0.760 0.608 0.824

***

no.,maximum force (Eh/bohr)
1,0.043
2,0.020
3,0.028
4,0.121